[1]
Molecular formula: C34H34BBrF7N3O20
Method: DFT, ωB97M-V/def2-TZVPD

## Properties
- LUMO (hartree) = -0.0643

Last column: Mulliken charge in e.
Atoms and positions in Å:
1 C -4.58882 2.07916 0.01149  -1.430
2 C -3.12307 2.49452 0.14530  0.236
3 O -2.53843 1.70497 1.18705  -0.128
4 C -1.13278 1.69492 1.41167  2.166
5 C -0.22169 1.45946 0.20728  -1.011
6 F -0.27475 2.61177 -0.60224  -0.427
7 C -0.35747 0.24106 -0.69591  -1.429
8 C -1.74960 -0.24572 -1.07149  -1.566
9 C -0.62452 3.04494 2.14036  0.896
10 Br -2.05774 4.01782 3.03771  -0.039
11 C 0.32277 3.99013 1.34040  -0.371
12 O 1.49284 3.75146 1.38191  -0.535
13 C -0.06310 5.21832 0.41732  0.889
14 F 0.96326 5.30284 -0.45605  -0.352
15 F -1.18918 5.02600 -0.31207  -0.276
16 C -0.16444 6.63203 1.11342  0.520
17 F 0.08363 6.50315 2.43591  -0.302
18 F 0.78824 7.42735 0.59961  -0.268
19 C -1.51516 7.39031 0.90786  0.981
20 F -1.47536 8.48494 1.71502  -0.313
21 F -2.56511 6.63829 1.28201  -0.221
22 C -1.72653 7.91118 -0.53200  0.146
23 O -0.94391 8.62765 -1.08424  -0.501
24 O -2.89262 7.50200 -1.02944  -0.398
25 O 0.21247 2.56423 3.15170  -0.330
26 C -0.43522 1.46396 3.70791  -0.869
27 O -0.46962 1.31394 4.88766  -0.560
28 C -0.98333 0.64676 2.56584  1.242
29 C -0.12858 -0.59834 2.21847  -2.049
30 C 0.21483 -1.71094 3.25633  0.153
31 N -0.83434 -2.73269 3.34702  -0.632
32 N 0.51719 -1.32137 4.60600  -0.622
33 N 1.45929 -2.30176 2.72697  -0.490
34 B -2.50411 0.18109 2.88712  1.233
35 O -3.26448 0.76621 3.88278  -0.730
36 O -3.02922 -0.89658 2.19887  -0.668
37 H -5.26384 2.87776 0.30179  0.402
38 H -4.77628 1.22625 0.66211  0.180
39 H -4.80767 1.75734 -1.00444  0.330
40 H -2.60519 2.34135 -0.79302  0.254
41 H -3.07461 3.53527 0.43994  0.004
42 H 0.78989 1.43951 0.61799  1.027
43 H 0.25946 -0.54845 -0.28386  0.468
44 H 0.15315 0.53196 -1.61497  0.786
45 H -2.39405 -0.41886 -0.21455  0.194
46 H -1.66117 -1.18033 -1.62489  0.577
47 H -2.23541 0.45702 -1.74824  0.370
48 H -3.02695 8.01705 -1.84309  0.384
49 H 0.82029 -0.28680 1.78572  0.076
50 H -0.67699 -1.09101 1.41850  0.806
51 H -1.51241 -2.50594 4.06378  0.318
52 H -1.34863 -2.77988 2.47687  0.275
53 H 1.21064 -0.59180 4.65274  0.269
54 H -0.29504 -1.05455 5.13728  0.333
55 H 1.20519 -2.97310 2.01035  0.066
56 H 1.79867 -2.88508 3.48621  0.430
57 H -3.46718 0.14419 4.58956  0.306
58 H -3.98389 -0.76237 2.14756  0.304
59 O 2.61975 0.73548 -0.69424  -0.173
60 C 3.66886 0.57557 -1.29235  0.797
61 C 4.23578 -0.71855 -1.60467  -1.455
62 C 5.40452 -0.77782 -2.25865  0.374
63 O 6.00562 -1.90845 -2.58926  -0.582
64 C 6.15244 0.46372 -2.68110  1.056
65 O 7.21091 0.29663 -3.25690  -0.627
66 C 5.57356 1.75773 -2.38269  -0.880
67 C 4.40401 1.81904 -1.72970  0.162
68 O 3.80446 2.95542 -1.41529  -0.562
69 H 3.69526 -1.60206 -1.29482  0.686
70 H 6.83184 -1.65380 -3.04541  0.363
71 H 6.11049 2.64058 -2.69856  0.473
72 H 2.98367 2.72911 -0.93681  0.280
73 O -6.40108 -1.80459 -6.17256  -0.620
74 C -5.49682 -2.05565 -5.39949  1.065
75 C -5.62350 -2.03732 -3.95494  -0.861
76 C -4.55163 -2.31809 -3.20195  0.287
77 O -4.56426 -2.32019 -1.87699  -0.622
78 C -3.21067 -2.65318 -3.80754  1.150
79 O -2.29984 -2.87345 -3.02955  -0.624
80 C -3.08557 -2.68478 -5.24896  -1.213
81 C -4.15863 -2.40703 -6.00341  0.404
82 O -4.14761 -2.41128 -7.32572  -0.577
83 H -6.58734 -1.79377 -3.53120  0.442
84 H -3.65650 -2.54474 -1.59395  0.358
85 H -2.12337 -2.93504 -5.67241  0.433
86 H -5.05197 -2.17173 -7.60792  0.369
87 O 2.22375 -5.18583 2.11697  -0.612
88 C 3.25542 -5.66285 1.67971  1.123
89 C 4.30319 -6.23384 2.50037  -1.111
90 C 5.40846 -6.71053 1.91091  0.368
91 O 6.42012 -7.24942 2.57222  -0.578
92 C 5.60232 -6.67071 0.41503  1.086
93 O 6.64818 -7.11537 -0.01795  -0.631
94 C 4.54473 -6.11567 -0.40756  -0.970
95 C 3.43908 -5.64343 0.18232  0.265
96 O 2.41789 -5.12008 -0.48152  -0.597
97 H 4.15769 -6.25359 3.57100  0.452
98 H 7.08274 -7.50063 1.89969  0.369
99 H 4.68600 -6.10245 -1.47883  0.460
100 H 1.75874 -4.86995 0.19378  0.369

Forces on the atoms, in the same order (eV/Å):
C 0.28 -0.26 0.07
C -0.46 0.04 0.12
O 0.61 -0.23 -0.23
C -0.76 0.35 0.24
C 0.33 -0.27 0.12
F -0.19 0.04 -0.10
C -0.15 0.25 -0.29
C 0.03 -0.14 -0.14
C 0.56 -0.14 -0.08
Br -0.08 0.12 -0.35
C 0.23 -0.06 -0.21
O -0.23 0.16 0.12
C 0.24 0.07 -0.21
F -0.39 -0.07 -0.01
F -0.05 -0.08 0.24
C 0.16 0.04 0.06
F -0.23 -0.08 -0.16
F 0.01 -0.08 0.24
C -0.06 0.05 0.18
F 0.04 -0.29 -0.20
F 0.22 0.02 0.21
C 0.32 0.09 -0.11
O -0.30 -0.11 0.12
O -0.11 0.30 -0.11
O -0.34 0.07 0.44
C 0.50 0.11 0.03
O 0.06 -0.08 -0.36
C -0.88 -0.44 0.42
C 0.14 0.29 -0.17
C 0.20 -0.23 -0.12
N -0.03 0.14 0.00
N 0.18 -0.30 0.08
N -0.27 -0.04 0.28
B -0.23 0.01 -0.08
O 0.43 0.02 0.03
O 0.16 0.33 -0.19
H -0.08 0.05 -0.03
H -0.05 -0.01 0.05
H -0.11 0.08 -0.05
H 0.23 0.07 -0.02
H 0.22 0.28 -0.12
H 0.02 0.08 -0.07
H -0.07 -0.11 0.02
H 0.11 0.05 0.02
H -0.05 0.02 0.13
H 0.07 0.01 0.04
H -0.11 0.07 0.06
H 0.01 -0.23 -0.04
H 0.10 0.10 0.19
H 0.03 -0.11 -0.06
H 0.00 -0.03 0.06
H -0.08 -0.01 0.00
H 0.02 0.11 0.00
H -0.03 0.28 -0.02
H 0.03 0.05 -0.14
H 0.06 -0.08 -0.01
H -0.28 0.12 -0.05
H -0.02 -0.35 0.16
O -0.03 0.09 0.04
C 0.07 -0.25 -0.02
C -0.12 -0.02 0.06
C -0.09 -0.10 0.06
O 0.00 -0.05 0.01
C -0.09 0.34 0.04
O 0.08 -0.12 -0.05
C 0.16 -0.03 -0.09
C 0.04 0.16 -0.01
O 0.01 -0.05 -0.02
H 0.02 -0.01 0.00
H 0.04 0.05 -0.02
H -0.01 0.02 0.02
H -0.02 0.01 0.05
O -0.01 -0.01 -0.14
C -0.09 0.02 0.31
C -0.13 0.03 -0.08
C -0.13 0.05 0.05
O -0.03 0.01 0.01
C 0.08 0.00 -0.25
O 0.01 -0.12 0.04
C 0.13 -0.04 0.08
C 0.13 -0.04 -0.04
O 0.02 0.00 -0.02
H 0.01 0.00 0.02
H 0.06 -0.01 -0.02
H -0.01 0.01 -0.02
H -0.06 0.02 0.02
O -0.10 -0.02 -0.13
C 0.22 -0.07 0.24
C -0.13 0.05 0.08
C -0.02 0.00 0.14
O 0.00 0.00 0.02
C -0.19 0.11 -0.24
O 0.10 -0.06 0.06
C 0.12 -0.05 -0.08
C 0.03 -0.02 -0.13
O 0.00 0.02 -0.03
H 0.02 0.00 0.00
H 0.02 0.00 -0.06
H -0.01 0.02 0.00
H -0.02 -0.01 0.06

---

[2]
Molecular formula: C3H6N2O2
Method: DFT, ωB97M-V/def2-TZVPD

## Properties
- energy above the lowest of the compared OMol25 structures with the same formula, charge and spin (eV) = 4.895
- LUMO (hartree) = 0.0188

Last column: Mulliken charge in e.
Atoms and positions in Å:
1 C -0.58054 -0.65282 -1.53609  -0.120
2 C -0.26772 0.68424 -0.88553  -0.499
3 C 0.30449 0.13217 0.56613  0.700
4 N -0.12850 -1.63662 -0.84764  -0.502
5 N 0.66916 -1.20566 0.15752  -0.382
6 O 1.42949 0.80811 1.05017  -0.515
7 O -0.74875 0.08750 1.45207  -0.506
8 H -0.93002 -0.89280 -2.53476  0.390
9 H 0.45110 1.34882 -1.41646  0.285
10 H -1.17614 1.30592 -0.41181  0.227
11 H 0.59507 -2.11050 1.28562  0.321
12 H 2.14858 0.25061 1.07276  0.294
13 H -0.65197 0.85990 1.96767  0.308

Forces on the atoms, in the same order (eV/Å):
C 0.60 0.21 0.77
C -0.90 1.12 2.76
C 0.55 -0.40 -3.00
N -0.05 -0.53 -1.25
N 0.10 -3.20 4.96
O -3.33 2.34 0.27
O 0.17 -0.86 -0.14
H -0.51 0.39 0.26
H -0.54 -0.55 0.38
H 1.61 -1.22 -2.03
H 0.02 3.43 -4.21
H 2.42 -2.17 -0.04
H -0.14 1.46 1.27

---

[3]
Molecular formula: C18H20BrN5NiO4P
Method: DFT, ωB97M-V/def2-TZVPD

## Properties
- LUMO (alpha / beta) (hartree) = -0.1116 / -0.1211
- net charge = +1
- 2S+1 = 3
- <S²> = 2.01

Last column: Mulliken charge in e.
Atoms and positions in Å:
1 Ni -0.35438 1.56222 0.00301  0.255
2 O -0.76428 5.62752 -0.23859  -0.664
3 C -0.90488 4.42882 -0.21019  0.020
4 O -0.02128 3.52372 -0.28349  -0.575
5 C -2.32988 3.81152 -0.07919  0.754
6 C -3.53198 4.50482 -0.05529  -0.533
7 C -4.70248 3.76312 0.04121  -0.269
8 C -4.64188 2.37872 0.13101  -0.585
9 C -3.39458 1.77292 0.12041  0.680
10 N -2.28578 2.49572 0.00231  -0.239
11 C -3.10518 0.29522 0.24781  -0.187
12 O -3.92128 -0.57988 0.07021  -0.655
13 O -1.85758 0.09772 0.56211  -0.654
14 H -3.52598 5.58222 -0.10499  0.521
15 H -5.65678 4.26662 0.05011  0.455
16 H -5.52318 1.76192 0.21481  0.516
17 Br 6.42702 1.54592 -0.01729  -0.093
18 C 4.53522 1.59382 0.10771  0.192
19 C 3.75872 1.73492 -1.03699  -0.666
20 C 2.38502 1.69292 -0.90279  -0.163
21 N 1.77542 1.52002 0.27211  0.139
22 C 2.52142 1.43332 1.36951  -0.564
23 C 3.90642 1.45742 1.33951  -0.742
24 H 4.21742 1.88062 -2.00159  0.477
25 H 1.73982 1.80232 -1.76779  0.426
26 H 1.99582 1.33912 2.30991  0.582
27 H 4.48032 1.37852 2.24931  0.467
28 C 0.49582 -3.82518 -1.31029  -0.797
29 N 1.64442 -3.06518 -0.65809  0.181
30 C 1.57122 -3.33088 0.84201  -0.814
31 N 0.30802 -2.98188 1.35711  0.177
32 C -0.75738 -3.70478 0.68551  -0.917
33 N -0.73778 -3.44798 -0.74149  0.178
34 C -1.20338 -2.12188 -1.07839  -1.263
35 P -0.15638 -0.79768 -0.27809  2.075
36 C 1.50262 -1.61648 -0.91969  -1.145
37 C 0.06202 -1.55828 1.41431  -0.985
38 H 0.67232 -4.89248 -1.14039  0.377
39 H 0.50912 -3.62018 -2.38399  0.386
40 H 2.54252 -3.40438 -1.01659  0.341
41 H 2.35692 -2.74658 1.32911  0.398
42 H 1.75932 -4.39728 0.99451  0.345
43 H -1.71878 -3.38788 1.08831  0.419
44 H -0.62548 -4.77688 0.86071  0.290
45 H -2.24238 -2.02308 -0.75239  0.463
46 H -1.17258 -1.98438 -2.16299  0.474
47 H 2.33842 -1.09618 -0.44609  0.610
48 H 1.57782 -1.44398 -1.99629  0.453
49 H -0.84318 -1.37898 1.99481  0.478
50 H 0.89562 -1.06958 1.92571  0.378

Forces on the atoms, in the same order (eV/Å):
Ni -0.76 1.35 0.17
O 0.02 0.14 0.00
C -1.86 0.38 0.00
O 1.74 -1.36 -0.02
C 0.68 0.60 -0.14
C 0.08 -0.28 0.06
C 0.18 0.16 -0.01
C 0.23 -0.42 0.00
C -0.30 0.14 -0.01
N 0.12 -0.53 -0.13
C -0.43 0.30 -0.03
O -0.11 0.06 -0.05
O 0.52 -0.09 0.69
H 0.02 0.07 -0.03
H -0.11 0.01 0.02
H -0.09 0.00 0.00
Br -0.50 0.07 0.05
C 0.09 -0.10 0.03
C 0.16 0.01 0.14
C 0.10 0.05 -0.06
N -0.39 0.05 0.00
C 0.16 -0.04 0.10
C 0.11 0.03 -0.17
H -0.01 0.00 -0.10
H 0.06 0.03 0.00
H -0.02 0.00 0.06
H 0.00 -0.02 0.07
C -0.19 -0.43 -0.34
N 0.16 -0.25 0.04
C 0.30 -0.24 0.41
N 0.06 -0.17 0.26
C -0.16 -0.24 0.09
N -0.07 -0.43 -0.11
C -0.24 0.64 -0.15
P 0.61 -1.40 -0.59
C -0.33 1.17 -0.09
C -0.21 0.60 0.11
H 0.13 0.15 0.01
H 0.14 0.06 0.14
H -0.15 -0.02 0.03
H -0.01 -0.06 -0.19
H 0.04 0.06 -0.16
H 0.03 -0.06 0.03
H -0.03 0.08 -0.01
H 0.12 0.14 -0.04
H -0.04 -0.03 0.04
H 0.04 -0.09 0.01
H 0.02 -0.11 0.02
H 0.11 0.04 -0.09
H 0.00 0.00 0.00